1.
The following is a quantum chemistry calculation of a cluster of 2 separate species, C5H9NO in total in a non-equilibrium geometry, from the Open Molecules 2025 dataset.

Properties
charge: 0
energy relative to the best compared isomer or geometry (same formula, charge and spin): 4.767 eV
LUMO level: 0.1 eV

```
16
Properties=species:S:1:pos:R:3:lowdin_charge:R:1
C -2.570 1.132 -1.159 -0.05
O -1.155 0.915 -1.359 -0.13
C -0.421 0.587 -0.291 0.00
C 0.954 -1.040 0.838 -0.20
C 2.252 -1.431 0.128 -0.13
C 1.015 0.094 1.699 -0.36
N 0.882 1.170 2.141 0.14
H -2.972 1.453 -2.125 0.09
H -2.756 1.940 -0.437 0.10
H -3.055 0.209 -0.825 0.10
H -0.974 0.460 0.627 0.07
H 0.577 0.994 -0.313 0.08
H 0.437 -1.898 1.287 0.09
H 2.991 -1.953 0.764 0.07
H 2.040 -2.094 -0.718 0.07
H 2.756 -0.539 -0.257 0.07
```



2.
The following is a quantum chemistry calculation of a cluster of 2 separate species, C5H9NO in total in a non-equilibrium geometry, from the Open Molecules 2025 dataset.

Properties
charge: 0
SMILES: C=CC#N.COC
energy relative to the best compared isomer or geometry (same formula, charge and spin): 2.592 eV
LUMO level: 0.6 eV

```
16
Properties=species:S:1:pos:R:3:lowdin_charge:R:1
C -0.161 -0.829 1.595 0.03
C -1.405 -1.001 1.149 -0.18
C -1.703 -1.883 0.055 -0.25
N -1.942 -2.576 -0.842 0.14
H 0.057 -0.125 2.390 0.08
H 0.673 -1.374 1.168 0.08
H -2.243 -0.454 1.567 0.10
C 1.749 0.312 -0.928 -0.14
O 0.976 1.160 -0.117 -0.26
C -0.201 1.565 -0.769 -0.13
H 2.101 0.830 -1.833 0.09
H 1.177 -0.577 -1.239 0.09
H 2.615 -0.005 -0.341 0.09
H -0.775 2.171 -0.063 0.09
H 0.023 2.166 -1.663 0.09
H -0.810 0.699 -1.074 0.08
```



3.
The following is a quantum chemistry calculation of the molecule C5H9NO, from the Open Molecules 2025 dataset.

Properties
charge: 0
SMILES: CC(=O)[C@@H]1CN1C
energy relative to the best compared isomer or geometry (same formula, charge and spin): 3.071 eV
LUMO level: 0.8 eV

```
16
Properties=species:S:1:pos:R:3:lowdin_charge:R:1
C 1.610 -0.199 -0.940 0.00
C 1.471 0.676 0.380 -0.35
O 2.340 1.371 0.860 0.07
C 0.069 0.622 0.948 -0.19
C -0.416 -0.761 1.321 -0.07
N -0.686 -0.180 0.074 -0.25
C -1.823 0.094 -0.715 -0.07
H 1.777 0.506 -1.757 0.08
H 2.440 -0.899 -0.878 0.07
H 0.742 -0.792 -1.264 0.07
H -0.359 1.492 1.461 0.15
H -1.238 -0.884 2.023 0.11
H 0.353 -1.540 1.347 0.11
H -1.899 -0.709 -1.455 0.08
H -1.632 1.025 -1.262 0.10
H -2.751 0.179 -0.142 0.08
```



4.
The following is a quantum chemistry calculation of the molecule C5H9NO in a non-equilibrium geometry, from the Open Molecules 2025 dataset.

Properties
charge: 0
SMILES: CC[C@@H](O)CC#N
energy relative to the best compared isomer or geometry (same formula, charge and spin): 1.425 eV
LUMO level: 0.8 eV

```
16
Properties=species:S:1:pos:R:3:lowdin_charge:R:1
C -0.704 -0.723 1.687 -0.11
C -0.076 -0.806 0.303 -0.21
C -0.376 0.405 -0.614 -0.38
O -0.497 1.629 0.089 -0.03
C 0.738 0.656 -1.665 -0.11
C 2.005 0.269 -1.049 -0.22
N 2.774 -0.245 -0.355 0.15
H -1.798 -0.669 1.690 0.07
H -0.408 -1.609 2.256 0.08
H -0.300 0.151 2.210 0.08
H -0.382 -1.715 -0.230 0.12
H 1.000 -0.913 0.501 0.07
H -1.302 0.217 -1.183 0.14
H -1.229 1.540 0.713 0.09
H 0.724 1.709 -1.963 0.12
H 0.582 0.048 -2.563 0.13
```



5.
The following is a quantum chemistry calculation of the molecule C5H9NO in a non-equilibrium geometry, from the Open Molecules 2025 dataset.

Properties
charge: 0
SMILES: C[C@H]1CN(C)C1=O
energy relative to the best compared isomer or geometry (same formula, charge and spin): 1.874 eV
LUMO level: 0.9 eV

```
16
Properties=species:S:1:pos:R:3:lowdin_charge:R:1
C -0.333 2.154 -0.553 -0.06
C -0.561 0.957 0.366 -0.25
C -1.279 -0.314 -0.171 -0.03
N 0.053 -1.089 0.139 0.00
C 1.063 -2.252 0.144 -0.01
C 0.648 0.049 0.541 -0.53
O 1.803 0.174 0.879 0.06
H -0.001 1.836 -1.547 0.08
H 0.458 2.786 -0.132 0.08
H -1.228 2.775 -0.671 0.07
H -0.945 1.293 1.337 0.14
H -2.174 -0.591 0.407 0.10
H -1.582 -0.208 -1.225 0.11
H 1.894 -2.052 0.860 0.09
H 0.610 -3.189 0.450 0.07
H 1.573 -2.329 -0.824 0.08
```



6.
The following is a quantum chemistry calculation of a structure of composition C5H9NO, from the Open Molecules 2025 dataset.

Properties
charge: 0
energy relative to the best compared isomer or geometry (same formula, charge and spin): 3.617 eV
LUMO level: 1.0 eV

```
16
Properties=species:S:1:pos:R:3:lowdin_charge:R:1
N 2.423 0.256 -0.657 0.10
C 1.191 0.367 -0.213 -0.49
C 0.790 -0.909 0.309 -0.15
C -0.697 -1.235 0.246 -0.21
C -1.482 -0.029 -0.306 -0.18
C -0.883 1.283 0.184 -0.16
O 0.448 1.456 -0.347 0.01
H 3.035 1.069 -0.716 0.09
H 2.168 -0.968 -0.355 0.19
H 1.244 -1.069 1.290 0.10
H -1.078 -1.478 1.246 0.10
H -0.897 -2.111 -0.382 0.10
H -1.461 -0.019 -1.403 0.12
H -2.535 -0.077 -0.007 0.11
H -0.829 1.311 1.279 0.13
H -1.437 2.154 -0.169 0.12
```



7.
The following is a quantum chemistry calculation of the molecule C5H9NO, from the Open Molecules 2025 dataset.

Properties
charge: 0
SMILES: C[C@H]1N2C[C@]12CO
energy relative to the best compared isomer or geometry (same formula, charge and spin): 3.009 eV
LUMO level: 0.9 eV

```
16
Properties=species:S:1:pos:R:3:lowdin_charge:R:1
C -1.386 -1.197 -0.854 -0.05
C -0.951 0.206 -0.521 -0.29
N -0.987 0.548 0.913 0.07
C -0.158 1.757 0.775 -0.08
C 0.305 0.486 0.203 -0.33
C 1.432 -0.411 0.619 -0.20
O 2.609 -0.221 -0.140 -0.05
H -2.474 -1.233 -0.964 0.08
H -0.939 -1.540 -1.794 0.08
H -1.107 -1.888 -0.053 0.08
H -1.309 0.981 -1.208 0.13
H -0.517 2.549 0.113 0.10
H 0.274 2.095 1.714 0.11
H 1.089 -1.458 0.589 0.12
H 1.699 -0.188 1.655 0.13
H 2.419 -0.486 -1.048 0.09
```



8.
The following is a quantum chemistry calculation of a structure of composition C5H9NO in a non-equilibrium geometry, from the Open Molecules 2025 dataset.

Properties
charge: 0
energy relative to the best compared isomer or geometry (same formula, charge and spin): 3.546 eV
LUMO level: 0.8 eV

```
16
Properties=species:S:1:pos:R:3:lowdin_charge:R:1
C -1.010 -0.316 1.243 -0.03
C -0.115 -0.149 0.014 -0.47
C -0.336 -1.229 -1.036 -0.03
C -0.072 1.329 -0.476 -0.21
O 1.020 1.749 0.301 -0.14
C 1.306 0.088 0.386 -0.23
N 2.519 -0.119 0.346 0.20
H -0.821 0.475 1.975 0.10
H -2.057 -0.265 0.925 0.09
H -0.845 -1.287 1.724 0.09
H -0.212 -2.232 -0.616 0.09
H -1.361 -1.145 -1.415 0.09
H 0.354 -1.119 -1.880 0.09
H -0.984 1.868 -0.229 0.12
H 0.119 1.389 -1.558 0.13
H 2.493 0.963 0.295 0.11
```



9.
The following is a quantum chemistry calculation of the molecule C5H9NO in a non-equilibrium geometry, from the Open Molecules 2025 dataset.

Properties
charge: 0
SMILES: CC(C)(C#N)CO
energy relative to the best compared isomer or geometry (same formula, charge and spin): 1.080 eV
LUMO level: 0.6 eV

```
16
Properties=species:S:1:pos:R:3:lowdin_charge:R:1
C 1.215 -0.917 -0.094 -0.04
C -0.052 -0.154 0.316 -0.53
C -1.301 -0.840 -0.282 -0.04
C -0.192 -0.163 1.787 -0.19
N -0.320 -0.152 2.937 0.17
C 0.054 1.322 -0.102 -0.21
O 0.611 1.361 -1.410 -0.06
H 1.287 -0.883 -1.183 0.09
H 2.099 -0.434 0.330 0.10
H 1.175 -1.960 0.238 0.09
H -1.343 -1.886 0.038 0.09
H -1.266 -0.828 -1.376 0.09
H -2.238 -0.373 0.043 0.09
H -0.948 1.776 -0.062 0.13
H 0.690 1.882 0.606 0.13
H 0.528 2.246 -1.787 0.10
```



10.
The following is a quantum chemistry calculation of a structure of composition C5H9NO, from the Open Molecules 2025 dataset.

Properties
charge: 0
energy relative to the best compared isomer or geometry (same formula, charge and spin): 1.449 eV
LUMO level: 0.9 eV

```
16
Properties=species:S:1:pos:R:3:lowdin_charge:R:1
C -1.023 -0.332 1.235 -0.02
C -0.186 -0.051 -0.020 -0.44
C -0.162 -1.238 -0.982 -0.04
C -0.353 1.321 -0.712 -0.08
O 1.043 1.641 -0.462 0.02
C 1.212 0.474 0.239 -0.44
N 2.203 0.022 0.862 0.18
H -0.366 -0.512 2.093 0.09
H -1.682 0.509 1.479 0.08
H -1.652 -1.219 1.099 0.08
H 0.283 -2.106 -0.485 0.09
H -1.177 -1.498 -1.302 0.09
H 0.436 -1.017 -1.874 0.09
H -1.004 2.033 -0.196 0.12
H -0.567 1.309 -1.785 0.12
H 2.995 0.663 0.812 0.06
```



11.
The following is a quantum chemistry calculation of a cluster of 2 separate species, C5H9NO in total in a non-equilibrium geometry, from the Open Molecules 2025 dataset.

Properties
charge: 0
energy relative to the best compared isomer or geometry (same formula, charge and spin): 3.969 eV
LUMO level: 0.3 eV

```
16
Properties=species:S:1:pos:R:3:lowdin_charge:R:1
C 0.442 -0.648 1.054 -0.07
C 0.443 -0.227 -0.420 -0.44
C 1.844 0.153 -0.913 -0.07
C -2.276 1.370 0.049 0.00
O -2.539 1.211 1.324 -0.05
C -0.125 -1.302 -1.251 -0.21
N -0.574 -2.153 -1.894 0.15
H 0.824 0.174 1.671 0.08
H -0.566 -0.899 1.398 0.07
H 1.086 -1.520 1.210 0.09
H 2.534 -0.692 -0.818 0.09
H 2.227 0.984 -0.312 0.08
H 1.822 0.467 -1.961 0.08
H -0.219 0.645 -0.538 0.08
H -2.877 0.554 -0.420 0.02
H -2.047 1.885 1.821 0.10
```



12.
The following is a quantum chemistry calculation of a cluster of 2 separate species, C5H9NO in total in a non-equilibrium geometry, from the Open Molecules 2025 dataset.

Properties
charge: 0
energy relative to the best compared isomer or geometry (same formula, charge and spin): 4.017 eV
LUMO level: 0.9 eV

```
16
Properties=species:S:1:pos:R:3:lowdin_charge:R:1
C -1.596 0.024 0.121 -0.18
C 0.481 -0.411 0.119 -0.20
C -2.734 1.267 -0.065 -0.02
C 0.581 -1.843 -0.133 -0.06
C 2.556 0.830 0.112 -0.12
N 1.146 0.612 0.202 -0.01
O -2.096 -1.047 0.313 -0.03
H -3.351 1.171 0.820 0.05
H -3.278 1.012 -0.963 0.05
H -2.260 2.235 -0.126 0.04
H -0.218 -2.378 0.378 0.07
H 1.555 -2.219 0.186 0.08
H 0.464 -2.011 -1.205 0.10
H 2.739 1.373 -0.819 0.08
H 2.850 1.472 0.942 0.08
H 3.161 -0.085 0.119 0.07
```



Number 1: orbital gap 8.22 eV. Number 2: orbital gap 10.62 eV. Number 3: orbital gap 9.42 eV. Number 4: orbital gap 11.44 eV. Number 5: orbital gap 10.22 eV. Number 6: orbital gap 8.87 eV. Number 7: orbital gap 10.76 eV. Number 8: orbital gap 10.77 eV. Number 9: orbital gap 11.51 eV. Number 10: orbital gap 10.93 eV. Number 11: orbital gap 9.58 eV. Number 12: orbital gap 8.31 eV.